1.
Entry from the Open Molecules 2025 dataset: a cluster of 2 separate species, C2H7O2 in total (ωB97M-V/def2-TZVPD).

Values from the calculation:
multiplicity	1
net charge	+1
lowest unoccupied orbital energy	-6.045	eV

The geometry in XYZ format:
```
11
Properties=species:S:1:pos:R:3:lowdin_charge:R:1
O -1.5806 1.3840 1.9852 -0.05
H -1.1978 2.2738 1.9188 0.05
H 0.7936 -2.3759 -0.6434 0.13
H -1.6735 1.2496 2.9178 0.03
C 1.1301 -1.3441 -0.7467 0.03
C 0.1014 -0.3673 -0.8064 -0.05
O 0.1345 0.6194 -1.5847 0.25
H 1.7557 -1.2014 0.1353 0.14
H 1.7669 -1.2809 -1.6352 0.12
H -0.6929 -0.2760 -0.0525 0.16
H -0.5373 1.3187 -1.4882 0.19
```


2.
Entry from the Open Molecules 2025 dataset: a cluster of 2 separate species, C2H7O2 in total (ωB97M-V/def2-TZVPD).

Values from the calculation:
multiplicity	1
net charge	+1
lowest unoccupied orbital energy	-5.696	eV

The geometry in XYZ format:
```
11
Properties=species:S:1:pos:R:3:lowdin_charge:R:1
O 1.3283 1.3000 -0.5753 -0.03
H 1.0982 1.8948 -1.2997 0.07
H 0.1207 -1.6415 1.8358 0.12
H 2.1753 1.6399 -0.2687 0.07
C -0.2452 -0.6866 1.4451 0.03
C -0.2797 -0.7958 -0.0050 -0.08
O -1.1552 -0.1862 -0.6697 0.23
H -1.2343 -0.5760 1.8815 0.12
H 0.5380 0.0407 1.6672 0.13
H 0.5598 -1.2480 -0.5310 0.17
H -1.0284 -0.2485 -1.6303 0.18
```


Which is most stable? The ranking, best first, is 2, 1.


1.
Entry from the Open Molecules 2025 dataset: an isolated molecule of C2H6N2S (ωB97M-V/def2-TZVPD).

Values from the calculation:
multiplicity	1
net charge	0
lowest unoccupied orbital energy	0.988	eV

The geometry in XYZ format:
```
11
Properties=species:S:1:pos:R:3:lowdin_charge:R:1
C -0.4817 0.1398 -1.9232 -0.44
C -0.6702 0.2389 0.6403 -0.59
H -0.5121 0.5811 -2.9505 0.05
H 0.5410 0.2537 -1.5461 0.02
H -0.6685 -0.9282 -2.0619 0.04
H -1.1870 0.4240 1.5455 0.05
H 0.9664 0.0597 2.5994 0.05
H 2.0356 -0.7016 1.7533 0.07
N 0.4791 -0.2693 0.7003 -0.12
N 1.0410 -0.6731 1.9403 0.00
S -1.5437 0.8749 -0.6974 0.86
```


2.
Entry from the Open Molecules 2025 dataset: a structure of composition C2H6N2S (ωB97M-V/def2-TZVPD).

Values from the calculation:
multiplicity	1
net charge	0
lowest unoccupied orbital energy	0.387	eV

The geometry in XYZ format:
```
11
Properties=species:S:1:pos:R:3:lowdin_charge:R:1
C 0.5244 -1.1273 -1.8806 -0.11
C 0.0123 -0.7528 -0.5215 -0.67
H -0.5845 -1.5979 -2.4683 0.16
H 1.6840 -1.9709 -1.9274 0.18
H 0.9320 0.0106 -2.3586 0.12
H 0.1259 -2.4878 0.4994 0.07
H 0.0807 1.1001 -1.0787 0.01
H 1.2590 1.3005 1.0851 -0.05
N 0.0220 -1.4348 0.5640 0.05
N -0.4014 0.6255 -0.3685 -0.44
S -0.2538 1.2869 1.2058 0.68
```


Which is most stable? The ranking, best first, is 1, 2.


1.
Entry from the Open Molecules 2025 dataset: the ion C8H12N5 with charge +1 (ωB97M-V/def2-TZVPD).

Values from the calculation:
multiplicity	1
net charge	+1
lowest unoccupied orbital energy	-3.141	eV

The geometry in XYZ format:
```
25
Properties=species:S:1:pos:R:3:lowdin_charge:R:1
C -2.5100 -0.9635 -0.2430 -0.07
C -3.9046 -0.4596 -0.0808 -0.12
C -1.7115 0.2828 0.2012 -0.19
C 1.5396 -1.2824 0.5989 -0.15
C 3.4701 0.9021 -0.2020 -0.12
C 0.5998 -0.6356 -0.2890 -0.12
C 3.9391 -0.3604 0.3715 -0.19
C -0.3691 0.3151 0.4016 -0.21
N -3.9566 0.7745 0.2708 0.06
N 2.7626 -1.0840 0.7885 0.05
N 2.6759 1.7434 -0.3485 0.14
N -2.6691 1.2696 0.3886 0.00
N 0.1384 1.6511 0.6240 0.20
H -2.2696 -1.1878 -1.2923 0.13
H -4.8144 -0.9711 -0.3034 0.12
H 1.1056 -2.1096 1.0852 0.12
H 1.0276 -0.0317 -1.1045 0.13
H -0.0997 -1.3039 -0.6812 0.09
H 4.5752 -0.9772 -0.3850 0.16
H 4.6520 -0.2625 1.3366 0.18
H -2.4010 -1.9854 0.3725 0.18
H -2.6242 2.1878 0.9294 0.19
H 0.2159 1.8266 1.5965 0.15
H -0.7086 2.1550 0.2122 0.17
H 1.1260 1.9474 0.2801 0.10
```


2.
Entry from the Open Molecules 2025 dataset: a cluster of 2 separate species, C8H12N5 in total (ωB97M-V/def2-TZVPD).

Values from the calculation:
multiplicity	1
net charge	+1
lowest unoccupied orbital energy	-5.020	eV

The geometry in XYZ format:
```
25
Properties=species:S:1:pos:R:3:lowdin_charge:R:1
C -3.1576 -1.4086 0.3625 -0.05
C -2.5216 -1.0939 1.5272 -0.06
C -2.7122 -0.9745 -0.8896 0.00
C -1.4558 -0.2045 1.5533 0.02
C -1.4925 -0.2182 -0.8758 0.00
C -0.8700 0.1859 0.3196 -0.27
C 2.0159 2.2672 0.0911 0.05
C 1.3610 0.6033 -1.6118 -0.05
N 2.6511 -1.1517 0.8497 -0.30
N 3.7086 -0.8882 1.0705 0.23
N 1.5472 -1.4226 0.4795 0.08
N 0.1576 1.0875 0.3896 0.17
N 1.0712 1.2615 -0.3923 -0.22
H -3.9060 -2.1335 0.5489 0.11
H -2.8904 -1.5864 2.4120 0.12
H -3.3498 -0.9118 -1.7100 0.10
H -0.9811 0.1031 2.4594 0.12
H -1.2116 0.2383 -1.8180 0.10
H 1.7528 2.6048 1.0299 0.08
H 2.9742 1.6098 0.0549 0.13
H 1.9391 3.0591 -0.6639 0.12
H 0.8880 -0.4696 -1.7451 0.13
H 1.0179 1.2590 -2.4981 0.15
H 2.4095 0.4919 -1.8105 0.09
H 1.0545 -2.3080 0.8669 0.16
```


Which is most stable? The ranking, best first, is 1, 2.


1.
Entry from the Open Molecules 2025 dataset: a structure of composition C5H12O2 (ωB97M-V/def2-TZVPD).

Values from the calculation:
multiplicity	1
net charge	0
lowest unoccupied orbital energy (alpha / beta)	0.533 / 0.522	eV

The geometry in XYZ format:
```
19
Properties=species:S:1:pos:R:3:lowdin_charge:R:1
C -0.3130 1.1008 -2.5186 -0.09
O -0.3874 0.2490 -1.5168 -0.15
C 0.1989 0.4036 -0.3615 -0.20
C 0.0716 -0.7049 0.6367 -0.34
C 1.2686 -0.6901 1.5893 -0.07
C -1.2440 -0.6068 1.4288 -0.25
O -2.3869 -0.7527 0.6185 -0.05
H -0.1832 2.1535 -2.2838 0.07
H 1.6448 0.8760 -2.2530 0.07
H -0.8556 0.7799 -3.3967 0.07
H 1.8730 0.6506 -1.5305 0.08
H 0.4209 1.4254 -0.0506 0.13
H 0.0473 -1.6521 0.0835 0.15
H 1.2007 -1.5099 2.3124 0.08
H 1.3088 0.2496 2.1546 0.08
H 2.2082 -0.7907 1.0385 0.08
H -1.2899 -1.4173 2.1644 0.13
H -1.2596 0.3468 1.9854 0.13
H -2.3233 -0.1107 -0.1006 0.08
```


2.
Entry from the Open Molecules 2025 dataset: an isolated molecule of C5H12O2 (ωB97M-V/def2-TZVPD).

Values from the calculation:
multiplicity	1
net charge	0
lowest unoccupied orbital energy	1.051	eV

The geometry in XYZ format:
```
19
Properties=species:S:1:pos:R:3:lowdin_charge:R:1
C -0.3469 -0.8940 -2.6546 -0.07
C 0.1635 0.1856 -1.6688 -0.27
O -0.6439 0.4052 -0.4808 -0.24
C 0.0549 1.2580 0.6673 -0.06
C -0.0890 0.9624 2.2179 -0.22
O 0.6432 -0.1888 2.4954 -0.19
C 0.1688 -1.1491 1.5465 -0.11
H -1.3503 -0.6790 -3.0338 0.07
H -0.3539 -1.9015 -2.2252 0.07
H 0.3253 -0.9346 -3.5322 0.08
H 0.2095 1.1357 -2.2105 0.11
H 1.1830 -0.1021 -1.3723 0.11
H 1.1408 1.1923 0.5098 0.12
H -0.3515 2.2331 0.4565 0.11
H 0.3430 1.7931 2.8245 0.14
H -1.1345 0.8677 2.5602 0.12
H -0.1545 -0.7094 0.5354 0.06
H -0.7611 -1.5823 1.9291 0.09
H 0.9536 -1.8923 1.4355 0.09
```


3.
Entry from the Open Molecules 2025 dataset: an isolated molecule of C5H12O2 (ωB97M-V/def2-TZVPD).

Values from the calculation:
multiplicity	1
net charge	0
lowest unoccupied orbital energy	1.056	eV

The geometry in XYZ format:
```
19
Properties=species:S:1:pos:R:3:lowdin_charge:R:1
C -2.3717 1.3004 0.7026 -0.07
C -0.9187 1.3777 0.1820 -0.27
O 0.0134 0.4368 0.7641 -0.23
C 1.3483 0.3548 0.0560 -0.12
C 2.1301 -0.9983 -0.1309 -0.22
O 1.4832 -1.7684 -1.1006 -0.19
C 0.1287 -1.8802 -0.6768 -0.10
H -2.4515 1.4653 1.7809 0.07
H -2.8739 0.3536 0.4724 0.07
H -2.9636 2.0942 0.2131 0.08
H -0.5428 2.3913 0.3699 0.11
H -0.9580 1.2293 -0.9075 0.11
H 1.2103 0.6881 -0.9833 0.13
H 1.9860 1.0291 0.6165 0.11
H 3.1461 -0.7846 -0.5260 0.13
H 2.2904 -1.5714 0.8016 0.13
H -0.2268 -0.9689 -0.1365 0.06
H 0.0508 -2.6849 0.0624 0.09
H -0.4803 -2.0638 -1.5598 0.09
```


4.
Entry from the Open Molecules 2025 dataset: an isolated molecule of C5H12O2 (ωB97M-V/def2-TZVPD).

Values from the calculation:
multiplicity	1
net charge	0
lowest unoccupied orbital energy	0.840	eV

The geometry in XYZ format:
```
19
Properties=species:S:1:pos:R:3:lowdin_charge:R:1
C 0.1835 0.3627 2.6618 -0.10
C -0.1077 -0.4788 1.4254 -0.21
C -0.0395 0.3424 0.1391 -0.38
O 1.1855 1.0323 0.0061 -0.03
C -0.2646 -0.5218 -1.1154 -0.38
C -0.7263 0.3232 -2.2908 -0.04
O 0.9883 -1.1510 -1.3945 -0.04
H 1.1812 0.8045 2.5940 0.07
H -0.5357 1.1858 2.7523 0.08
H 0.1283 -0.2339 3.5782 0.07
H 0.6044 -1.3111 1.3527 0.12
H -1.1097 -0.9254 1.4960 0.11
H -0.8167 1.1183 0.1761 0.15
H 1.7913 0.3748 -0.3737 0.09
H -1.0020 -1.3055 -0.8889 0.14
H -0.1180 1.2313 -2.3553 0.09
H -0.6444 -0.2315 -3.2328 0.08
H -1.7773 0.6055 -2.1785 0.09
H 1.0796 -1.2216 -2.3517 0.09
```


Which is most stable? The ranking, best first, is 4, 3, 2, 1.


1.
Entry from the Open Molecules 2025 dataset: a cluster of 2 separate species, C5H12O2 in total (ωB97M-V/def2-TZVPD).

Values from the calculation:
multiplicity	1
net charge	0
lowest unoccupied orbital energy	0.706	eV

The geometry in XYZ format:
```
19
Properties=species:S:1:pos:R:3:lowdin_charge:R:1
C -0.4169 -2.1571 1.3757 -0.11
C -1.3578 -1.1542 0.7012 -0.26
C -0.6395 0.1151 0.3418 -0.14
O 2.4492 -0.2740 -0.6093 -0.07
C -0.6796 0.7148 -0.8453 -0.10
C 0.0991 1.9516 -1.1909 -0.26
O 1.0353 2.2294 -0.1594 -0.09
H -0.9356 -3.0916 1.6141 0.07
H 0.4400 -2.3932 0.7340 0.07
H -0.0167 -1.7451 2.3094 0.08
H -2.1854 -0.9252 1.3866 0.11
H -1.8077 -1.5961 -0.1969 0.11
H -0.0175 0.5547 1.1222 0.12
H 2.1448 0.5859 -0.2770 0.00
H -1.2963 0.3111 -1.6496 0.11
H 1.6187 -0.7362 -0.7733 0.01
H -0.5883 2.8023 -1.3202 0.12
H 0.6146 1.7957 -2.1504 0.12
H 1.5394 3.0121 -0.4127 0.10
```


2.
Entry from the Open Molecules 2025 dataset: a cluster of 2 separate species, C5H12O2 in total (ωB97M-V/def2-TZVPD).

Values from the calculation:
multiplicity	1
net charge	0
lowest unoccupied orbital energy	0.613	eV

The geometry in XYZ format:
```
19
Properties=species:S:1:pos:R:3:lowdin_charge:R:1
O 0.6227 1.4371 -1.5640 0.00
C 1.0737 0.5805 -0.7452 -0.25
C 0.7271 0.5034 0.7000 -0.11
C -0.9808 0.4878 0.7877 -0.36
C -1.2885 -0.7744 -0.0015 -0.11
C -1.4395 0.5619 2.2794 -0.10
H 1.6666 -0.3186 -1.1374 0.11
H 1.0753 -0.3130 1.2416 0.08
H 1.0056 1.5199 1.0763 0.13
H -1.4476 1.4104 0.2819 0.15
H -1.5355 -0.5961 -1.0872 0.10
H -2.2789 -1.0695 0.2384 0.05
H -0.6343 -1.6206 -0.0579 0.07
H -1.2610 1.6135 2.7446 0.10
H -2.4815 0.0904 2.3743 0.09
H -0.9051 -0.2315 2.8826 0.08
H 2.9595 -0.7826 -4.0252 0.07
H 2.4973 -1.0296 -2.5901 -0.05
O 2.6249 -1.4688 -3.3985 -0.05
```


Which is most stable? The ranking, best first, is 1, 2.